Molecular formula: C20H33N2NaO6S2
Method: DFT, ωB97M-V/def2-TZVPD

Geometry (Å):
Na  0.2494  0.5601  0.2601
C  -1.3459  -0.5029  -1.9189
C  -2.1618  -0.0951  -0.6983
O  -1.5554  -0.7229  0.4287
C  -1.8263  -0.2491  1.7458
C  -0.7174  -0.7894  2.6399
O  0.5123  -0.1198  2.3621
C  1.7158  -0.8848  2.3036
C  2.5750  -0.4320  1.1296
O  1.9157  -0.8732  -0.0545
C  2.2384  -0.2887  -1.3149
C  1.0862  -0.6168  -2.2558
O  -0.0714  0.1395  -1.9028
H  -1.8865  -0.2125  -2.8243
H  -1.2212  -1.5896  -1.9036
H  -3.1906  -0.4477  -0.8259
H  -2.1756  0.9964  -0.5828
H  -2.7876  -0.6349  2.1001
H  -1.8514  0.8478  1.7742
H  -0.6139  -1.8627  2.4544
H  -0.9902  -0.6296  3.6870
H  1.4830  -1.9456  2.1721
H  2.2774  -0.7484  3.2322
H  3.5633  -0.8957  1.2138
H  2.6992  0.6590  1.1315
H  3.1598  -0.7248  -1.7142
H  2.3722  0.7970  -1.2248
H  0.8749  -1.6881  -2.1853
H  1.3803  -0.3747  -3.2811
O  -1.0417  9.7596  0.3479
C  -0.6719  8.9339  -0.6658
O  -0.5450  9.3950  -1.7684
C  -0.4091  7.5117  -0.3241
C  -0.5624  6.9640  0.9501
C  -0.3041  5.6283  1.1906
C  0.1210  4.7731  0.1635
S  0.4477  3.0945  0.4716
C  0.2762  5.3343  -1.1145
C  0.0169  6.6681  -1.3505
H  -1.0782  9.2672  1.1744
H  -0.8914  7.5611  1.7958
H  -0.4276  5.2223  2.1857
H  0.6052  4.6934  -1.9220
H  0.1380  7.0877  -2.3404
C  1.1486  -8.6056  1.5701
C  0.0672  -7.5555  1.3880
N  0.6055  -6.3172  0.8212
C  -0.0605  -5.5258  -0.0621
S  0.0190  -3.8602  0.0266
N  -0.7911  -6.1528  -1.0228
C  -0.3621  -7.3649  -1.7240
C  -1.5324  -8.2857  -2.0205
H  0.7348  -9.5033  2.0299
H  1.9458  -8.2359  2.2165
H  1.5948  -8.8792  0.6133
H  -0.4042  -7.3282  2.3490
H  -0.7238  -7.9196  0.7379
H  1.1480  -5.7622  1.4655
H  -1.2762  -5.4838  -1.6014
H  0.3866  -7.8693  -1.1193
H  0.1366  -7.0766  -2.6544
H  -2.0099  -8.6222  -1.0995
H  -1.1972  -9.1606  -2.5778
H  -2.2871  -7.7758  -2.6208

Cartesian forces (eV/Å) of the 3 atoms listed first:
Na 0.00 0.91 -0.02
C 0.01 -0.04 -0.06
C 0.01 -0.10 0.02

Calculated values
HOMO level: -6.414 eV
Charge: 0
Kohn-Sham gap: 6.33 eV
E_LUMO: -0.09 eV
Strongest force on any atom: 0.018 hartree/bohr